The following is a DFT calculation (ωB97M-V/def2-TZVPD) of a gas-phase ion, C5H7N2O4 (charge -1) at a distorted geometry.

```
18
Properties=species:S:1:pos:R:3:lowdin_charge:R:1
C -1.76 0.45 -0.56 -0.493
C -0.55 0.72 1.87 -0.656
C 1.42 0.12 -1.08 -0.274
C 1.25 -1.20 -0.41 -0.273
C -0.44 0.46 0.28 -0.174
N 0.71 1.15 -0.37 0.015
N -0.01 -1.19 0.30 0.049
O -2.76 -0.11 0.12 0.084
O 0.39 1.31 2.33 0.017
O -1.95 0.92 -1.66 0.075
O -1.63 0.36 2.43 -0.050
H 2.48 0.42 -1.34 0.117
H 1.13 0.20 -2.14 0.102
H 1.31 -2.04 -1.14 0.106
H 2.10 -1.51 0.33 0.125
H 1.35 1.52 0.40 0.122
H -0.65 -1.54 -0.38 0.063
H -2.40 -0.05 1.04 0.044
```

Properties
Relative energy (zero: lowest compared OMol25 entry of this formula, charge and spin), kJ/mol: 26.5
Net charge: -1
SMILES string: O=C([O-])C1(C(=O)O)NCCN1

=====

The following is a DFT calculation (ωB97M-V/def2-TZVPD) of 13 unconnected molecules or ions with the total composition C68H156N6O20 at a distorted geometry.

```
250
Properties=species:S:1:pos:R:3:lowdin_charge:R:1
C -11.87 -14.34 -15.75 -0.173
C -12.02 -15.94 -15.79 -0.210
O -11.05 -16.60 -16.60 -0.066
O -10.87 -13.96 -14.80 -0.107
H -12.78 -13.84 -15.40 0.114
H -11.45 -13.82 -16.61 0.122
H -13.03 -15.92 -16.22 0.093
H -12.23 -16.47 -14.86 0.104
H -11.37 -17.10 -17.35 0.080
H -10.06 -14.42 -15.03 0.095
C -23.24 -19.46 -10.65 -0.207
C -23.05 -19.79 -9.13 -0.222
O -23.21 -18.66 -8.26 -0.065
O -22.04 -18.88 -11.12 -0.076
H -24.10 -18.79 -10.60 0.122
H -23.38 -20.40 -11.18 0.118
H -22.16 -20.41 -9.06 0.120
H -23.89 -20.45 -8.93 0.109
H -23.04 -18.99 -7.37 0.103
H -21.92 -17.95 -10.92 0.042
C -14.43 -19.69 -15.64 -0.311
C -13.90 -19.63 -17.04 -0.220
O -12.50 -19.82 -17.04 -0.051
O -14.10 -18.67 -14.89 -0.039
H -14.02 -20.54 -15.11 0.139
H -15.52 -19.69 -15.53 0.112
H -14.05 -18.68 -17.54 0.115
H -14.45 -20.27 -17.74 0.126
H -12.17 -19.39 -16.24 0.063
H -13.20 -18.83 -14.58 0.106
C -25.21 -15.50 -14.14 -0.211
C -24.07 -16.43 -14.74 -0.247
O -23.67 -16.26 -16.07 -0.065
O -25.37 -15.81 -12.75 -0.079
H -26.11 -15.82 -14.65 0.105
H -25.03 -14.44 -14.36 0.115
H -24.36 -17.48 -14.64 0.116
H -23.18 -16.33 -14.12 0.105
H -24.07 -16.98 -16.57 0.079
H -25.86 -15.08 -12.37 0.078
C -21.88 -15.71 -9.54 -0.205
C -20.88 -14.62 -9.64 -0.326
O -19.73 -15.04 -10.15 -0.038
O -21.40 -16.61 -8.50 -0.068
H -22.07 -16.24 -10.47 0.095
H -22.93 -15.41 -9.46 0.120
H -20.58 -14.26 -8.66 0.126
H -21.14 -13.73 -10.21 0.132
H -19.42 -15.82 -9.66 0.095
H -21.93 -17.38 -8.30 0.027
C -16.55 -23.03 -14.29 -0.277
C -17.83 -23.66 -13.69 -0.230
O -17.52 -24.96 -13.20 -0.055
O -16.36 -23.64 -15.49 -0.056
H -15.68 -23.23 -13.67 0.115
H -16.48 -21.96 -14.46 0.097
H -18.58 -24.01 -14.40 0.110
H -18.28 -22.83 -13.16 0.106
H -17.16 -24.89 -12.31 0.084
H -16.45 -24.59 -15.44 0.094
C -12.89 -14.47 -11.96 -0.220
C -14.04 -14.34 -10.97 -0.216
O -14.62 -15.62 -10.72 -0.086
O -12.20 -13.26 -12.35 -0.095
H -13.12 -14.93 -12.92 0.094
H -12.07 -15.12 -11.64 0.116
H -14.80 -13.60 -11.20 0.117
H -13.61 -14.04 -10.01 0.117
H -15.51 -15.87 -10.98 0.064
H -11.60 -13.40 -13.08 0.030
C -22.20 -21.89 -17.76 -0.044
C -22.53 -22.36 -16.31 -0.444
C -24.08 -22.13 -16.14 -0.118
C -24.57 -22.72 -14.79 -0.186
C -24.15 -24.18 -14.62 -0.170
C -22.68 -24.46 -14.75 -0.434
N -22.20 -23.77 -15.99 -0.189
O -20.99 -24.03 -16.26 0.011
C -21.79 -24.11 -13.50 -0.001
C -22.72 -26.01 -14.97 -0.038
C -21.81 -21.31 -15.43 -0.039
H -21.17 -22.09 -18.05 0.084
H -22.36 -20.82 -17.85 0.064
H -22.88 -22.31 -18.51 0.075
H -24.28 -21.06 -16.19 0.112
H -24.67 -22.60 -16.92 0.112
H -25.65 -22.78 -14.83 0.108
H -24.24 -22.10 -13.96 0.099
H -24.80 -24.59 -15.40 0.126
H -24.48 -24.39 -13.60 0.122
H -21.47 -23.07 -13.50 0.051
H -22.38 -24.17 -12.59 0.079
H -20.80 -24.56 -13.39 0.070
H -23.41 -26.49 -14.27 0.082
H -23.07 -26.23 -15.98 0.079
H -21.75 -26.51 -15.03 0.074
H -20.75 -21.56 -15.42 0.077
H -22.17 -21.43 -14.41 0.059
H -21.94 -20.26 -15.70 0.079
H -20.96 -23.71 -17.17 0.098
C -18.86 -17.74 -12.52 -0.003
C -18.45 -17.84 -14.08 -0.420
C -19.63 -17.48 -14.96 -0.105
C -19.94 -15.92 -15.07 -0.173
C -18.70 -15.22 -15.46 -0.169
C -17.40 -15.58 -14.68 -0.456
N -17.27 -16.93 -14.28 -0.087
O -16.10 -17.17 -13.49 -0.001
C -16.27 -15.06 -15.57 -0.049
C -17.36 -14.61 -13.39 0.013
C -18.12 -19.35 -14.33 -0.041
H -17.91 -17.85 -12.01 0.066
H -19.73 -18.33 -12.23 0.068
H -19.20 -16.72 -12.33 0.048
H -19.39 -17.79 -15.98 0.109
H -20.52 -18.08 -14.74 0.110
H -20.32 -15.38 -14.20 0.109
H -20.72 -15.82 -15.82 0.100
H -18.95 -14.16 -15.34 0.108
H -18.76 -15.36 -16.54 0.102
H -16.02 -15.64 -16.46 0.080
H -16.20 -14.03 -15.92 0.083
H -15.32 -15.23 -15.08 0.054
H -17.94 -15.02 -12.57 0.062
H -16.35 -14.54 -12.99 0.058
H -17.78 -13.66 -13.73 0.061
H -17.76 -19.55 -15.34 0.071
H -19.00 -19.99 -14.28 0.067
H -17.43 -19.85 -13.65 0.059
H -15.45 -17.38 -14.17 0.055
C -17.82 -21.73 -8.66 -0.040
C -16.66 -20.81 -9.09 -0.497
C -17.02 -19.37 -8.85 -0.135
C -15.83 -18.38 -9.04 -0.191
C -14.90 -18.58 -7.91 -0.115
C -14.39 -20.12 -7.97 -0.444
N -15.49 -21.13 -8.14 -0.090
O -15.03 -22.42 -8.42 -0.025
C -13.28 -20.38 -8.99 -0.045
C -13.76 -20.44 -6.58 -0.053
C -16.54 -21.04 -10.56 -0.059
H -18.77 -21.38 -9.07 0.075
H -17.98 -21.55 -7.60 0.083
H -17.81 -22.80 -8.85 0.082
H -17.71 -19.09 -9.65 0.106
H -17.49 -19.08 -7.91 0.126
H -16.21 -17.36 -9.00 0.105
H -15.43 -18.48 -10.05 0.109
H -15.24 -18.42 -6.88 0.117
H -14.01 -17.97 -8.06 0.116
H -13.02 -21.42 -8.77 0.075
H -13.45 -20.29 -10.06 0.076
H -12.48 -19.64 -8.85 0.090
H -14.44 -20.33 -5.73 0.076
H -13.42 -21.48 -6.50 0.075
H -12.95 -19.80 -6.25 0.080
H -17.47 -20.98 -11.12 0.082
H -16.36 -22.11 -10.72 0.072
H -15.79 -20.52 -11.16 0.082
H -14.60 -22.27 -9.27 0.066
C -19.27 -11.19 -19.22 -0.020
C -18.42 -12.41 -19.56 -0.500
C -19.35 -13.35 -20.39 -0.104
C -19.57 -12.76 -21.88 -0.155
C -18.27 -12.38 -22.56 -0.134
C -17.35 -11.47 -21.68 -0.490
N -17.21 -11.95 -20.26 -0.138
O -16.26 -11.30 -19.48 0.015
C -15.97 -11.47 -22.21 -0.062
C -17.93 -10.08 -21.79 -0.047
C -18.02 -13.29 -18.37 -0.034
H -20.12 -11.45 -18.58 0.096
H -19.67 -10.70 -20.10 0.064
H -18.60 -10.46 -18.77 0.056
H -18.83 -14.29 -20.58 0.101
H -20.26 -13.59 -19.83 0.106
H -20.30 -11.96 -21.95 0.098
H -20.05 -13.58 -22.41 0.093
H -18.51 -11.88 -23.50 0.118
H -17.82 -13.24 -23.06 0.116
H -15.38 -10.66 -21.78 0.091
H -15.38 -12.39 -22.20 0.101
H -16.03 -11.18 -23.26 0.095
H -17.61 -9.43 -20.97 0.085
H -17.62 -9.50 -22.66 0.088
H -19.01 -10.01 -21.86 0.074
H -17.60 -12.80 -17.49 0.072
H -17.39 -14.11 -18.71 0.094
H -18.97 -13.72 -18.06 0.067
H -15.56 -11.50 -20.11 0.075
C -24.92 -18.82 -22.11 -0.030
C -23.61 -19.22 -21.46 -0.505
C -22.70 -19.62 -22.63 -0.166
C -21.20 -19.75 -22.42 -0.166
C -20.69 -18.43 -21.85 -0.145
C -21.52 -17.89 -20.63 -0.411
N -22.99 -18.11 -20.75 -0.145
O -23.72 -17.53 -19.75 0.004
C -20.89 -18.65 -19.40 -0.013
C -21.28 -16.32 -20.50 -0.030
C -23.86 -20.52 -20.65 -0.030
H -24.95 -18.99 -23.19 0.080
H -25.04 -17.76 -21.89 0.085
H -25.79 -19.38 -21.77 0.081
H -23.16 -20.35 -23.30 0.123
H -22.76 -18.72 -23.24 0.115
H -20.88 -20.05 -23.42 0.116
H -20.92 -20.49 -21.67 0.107
H -20.67 -17.64 -22.59 0.110
H -19.64 -18.58 -21.60 0.108
H -21.45 -19.57 -19.28 0.049
H -19.86 -18.97 -19.59 0.074
H -20.81 -18.03 -18.51 0.071
H -21.70 -15.82 -21.38 0.082
H -21.73 -15.78 -19.67 0.074
H -20.19 -16.22 -20.59 0.075
H -24.65 -20.40 -19.90 0.086
H -22.95 -20.99 -20.30 0.051
H -24.19 -21.24 -21.40 0.083
H -23.62 -16.58 -19.87 0.090
C -18.52 -7.65 -17.91 -0.026
C -18.54 -7.57 -16.35 -0.457
C -19.80 -6.78 -15.85 -0.093
C -20.11 -6.94 -14.28 -0.184
C -20.12 -8.39 -14.00 -0.166
C -18.80 -9.23 -14.43 -0.448
N -18.51 -8.93 -15.81 -0.138
O -17.45 -9.68 -16.25 -0.001
C -17.66 -8.94 -13.42 -0.027
C -19.28 -10.69 -14.31 -0.044
C -17.29 -6.70 -15.95 -0.052
H -19.52 -8.07 -18.09 0.069
H -17.88 -8.39 -18.39 0.066
H -18.59 -6.64 -18.31 0.088
H -19.45 -5.75 -15.91 0.101
H -20.66 -6.98 -16.48 0.109
H -21.03 -6.45 -13.95 0.114
H -19.23 -6.56 -13.77 0.097
H -21.12 -8.64 -14.34 0.119
H -20.13 -8.46 -12.91 0.110
H -17.41 -9.63 -12.61 0.075
H -16.66 -8.62 -13.72 0.077
H -17.92 -8.20 -12.67 0.066
H -20.05 -10.81 -15.08 0.084
H -18.50 -11.45 -14.36 0.062
H -19.74 -10.92 -13.35 0.084
H -16.36 -7.13 -16.31 0.077
H -17.08 -6.47 -14.91 0.067
H -17.23 -5.69 -16.37 0.073
H -17.81 -10.37 -16.81 0.074
```

Properties
Relative energy (zero: lowest compared OMol25 entry of this formula, charge and spin), kJ/mol: 1101.0

=====

The following is a DFT calculation (ωB97M-V/def2-TZVPD) of 2 unconnected molecules or ions with the total composition C2H8N4O at a distorted geometry.

```
15
Properties=species:S:1:pos:R:3:lowdin_charge:R:1
C 1.20 0.63 -0.48 -0.201
C -2.14 0.31 -0.19 -0.202
N -2.15 -0.25 -1.19 0.393
N 0.42 0.01 0.32 0.039
N 2.42 0.21 -0.68 0.205
N -2.33 0.71 0.98 0.273
O 1.05 -1.22 0.77 0.131
H 0.65 1.52 -0.91 0.195
H 1.91 -1.23 1.23 0.194
H -2.35 -0.79 -2.01 0.161
H 2.95 0.61 -1.42 0.143
H 2.69 -0.71 -0.48 0.110
H -2.24 0.19 1.77 0.133
H -2.42 1.72 0.94 0.175
H 0.35 -1.71 1.34 0.250
```

Properties
Relative energy (zero: lowest compared OMol25 entry of this formula, charge and spin), kJ/mol: 281.1
Net charge: +2

=====

The following is a DFT calculation (ωB97M-V/def2-TZVPD) of a molecular structure, C6H17AlF4IO6P2Si at a distorted geometry.

```
38
Properties=species:S:1:pos:R:3:lowdin_charge:R:1
C 1.12 1.86 -1.55 -0.060
C 0.27 0.62 -1.21 -0.298
O 0.82 -0.61 -1.75 -0.214
P 0.29 -1.96 -0.92 0.603
O 0.90 -3.15 -1.63 -0.311
C -1.55 -2.11 -1.12 -0.289
C -2.40 -1.17 -0.20 -0.386
Si -2.56 -1.76 1.61 0.204
I -1.64 -4.04 1.99 0.494
P -1.64 -0.32 3.07 0.397
O -1.38 -0.98 4.41 -0.378
O -0.35 0.49 2.43 -0.177
O -2.81 0.86 3.33 -0.192
O 0.74 -1.85 0.67 -0.323
C 2.01 -2.47 0.92 -0.279
C 3.21 -1.66 0.30 -0.057
H 2.19 1.63 -1.43 0.080
H 0.82 2.73 -0.94 0.072
H 0.96 2.13 -2.61 0.086
H 0.06 0.57 -0.12 0.086
H -0.73 0.75 -1.70 0.117
H -1.89 -3.16 -1.08 0.068
H -1.75 -1.80 -2.17 0.104
H -3.44 -1.17 -0.61 0.077
H -2.07 -0.12 -0.20 0.057
H -3.98 -1.81 2.00 -0.054
H 0.44 -0.07 2.41 0.059
H -3.57 0.34 3.59 0.040
H 2.04 -3.54 0.64 0.108
H 2.15 -2.43 2.02 0.115
H 3.91 -1.35 1.10 0.072
H 2.86 -0.73 -0.18 0.066
H 3.71 -2.33 -0.42 0.080
F 1.27 6.72 -3.42 -0.239
Al 0.65 5.72 -2.13 -0.023
F -0.02 6.74 -0.87 -0.239
F 1.95 4.76 -1.47 -0.227
F -0.60 4.66 -2.75 -0.236
```

Properties
Net charge: -1

=====

The following is a DFT calculation (ωB97M-V/def2-TZVPD) of 3 unconnected molecules or ions with the total composition C9H24O3 at a distorted geometry.

```
36
Properties=species:S:1:pos:R:3:lowdin_charge:R:1
C 2.27 -29.08 4.51 -0.080
C 2.63 -30.52 4.71 -0.260
O 2.12 -30.95 5.99 -0.185
C 2.94 -31.80 6.74 -0.297
C 2.84 -33.26 6.31 -0.081
H 1.20 -28.91 4.64 0.070
H 2.86 -28.43 5.16 0.077
H 2.61 -28.75 3.52 0.079
H 2.12 -31.12 3.95 0.118
H 3.70 -30.73 4.68 0.118
H 3.99 -31.47 6.74 0.118
H 2.58 -31.74 7.77 0.111
H 3.32 -33.89 7.07 0.076
H 3.35 -33.48 5.37 0.070
H 1.81 -33.61 6.28 0.076
C -0.10 -30.48 11.61 -0.052
C -0.96 -29.38 12.20 -0.509
C -1.32 -29.59 13.66 -0.062
O -0.30 -28.13 12.13 -0.058
H -0.45 -31.47 11.92 0.076
H 0.94 -30.36 11.91 0.089
H -0.13 -30.48 10.51 0.053
H -1.89 -29.32 11.62 0.133
H -1.64 -30.60 13.90 0.074
H -2.15 -28.94 13.93 0.076
H -0.46 -29.32 14.28 0.084
H -0.14 -27.91 11.20 0.049
C -0.56 -28.75 7.40 -0.081
C 0.74 -28.78 8.19 -0.286
O 0.67 -27.86 9.31 -0.097
H -1.38 -29.08 8.04 0.075
H -0.49 -29.46 6.56 0.068
H -0.78 -27.78 6.96 0.075
H 1.59 -28.48 7.57 0.101
H 0.87 -29.78 8.59 0.093
H 0.36 -27.03 8.95 0.088
```

Properties
Relative energy (zero: lowest compared OMol25 entry of this formula, charge and spin), kJ/mol: 91.2
SMILES string: CC(C)O.CCOCC.CCO

=====

Taking the records one at a time from the top gives HOMO-LUMO gap values of 8.96; 7.63; 11.01; 9.85; 10.44 eV.
Taking the records one at a time from the top gives E_tot values of -605.26757; -4517.04678; -374.47114; -2602.64885; -582.98743 Ha.